# 1
This record from the Open Molecules 2025 dataset describes an isolated ion of composition C26H31N4O4 and charge +1. The level of theory is ωB97M-V with the def2-TZVPD basis set.

The geometry in XYZ format:
```
65
Properties=species:S:1:pos:R:3
C -3.237 3.718 -1.221
C -1.765 3.629 -1.397
N -1.023 2.526 -1.496
C -1.498 1.220 -1.424
C -0.614 0.149 -0.844
C -0.084 0.086 0.414
N 0.288 -1.038 1.131
C 1.127 -0.864 2.313
C 2.507 -0.294 1.988
C 3.357 -0.045 3.214
C 4.619 -0.639 3.323
C 5.342 -0.502 4.509
C 4.827 0.263 5.560
C 3.596 0.914 5.417
C 2.864 0.770 4.235
C 1.213 -2.277 2.917
O 1.799 -2.627 3.942
N 0.470 -3.086 2.105
C 0.413 -4.519 2.347
C -0.014 -2.450 0.866
C 0.786 -2.998 -0.321
C -1.506 -2.744 0.696
C -2.120 0.823 -2.780
C -2.328 1.786 -3.780
C -2.987 1.490 -4.968
C -3.310 0.142 -5.221
N -3.993 -0.179 -6.418
O -4.269 -1.379 -6.641
O -4.299 0.734 -7.219
C -2.977 -0.873 -4.291
C -2.379 -0.532 -3.087
C 0.391 2.873 -1.457
C 0.368 4.376 -1.427
O -1.043 4.726 -1.370
H -3.685 2.723 -1.231
H -3.465 4.213 -0.266
H -3.720 4.312 -2.009
H -2.335 1.229 -0.690
H -0.524 -0.722 -1.489
H 0.190 1.002 0.960
H 0.607 -0.221 3.047
H 3.007 -1.008 1.310
H 2.357 0.649 1.437
H 4.994 -1.234 2.486
H 6.303 -1.006 4.606
H 5.386 0.357 6.491
H 3.190 1.525 6.221
H 1.895 1.262 4.103
H 0.924 -4.733 3.297
H -0.636 -4.848 2.405
H 0.906 -5.074 1.532
H 1.863 -2.947 -0.101
H 0.500 -4.042 -0.514
H 0.580 -2.397 -1.209
H -2.024 -2.579 1.650
H -1.934 -2.083 -0.061
H -1.642 -3.788 0.386
H -2.006 2.818 -3.661
H -3.247 2.296 -5.655
H -3.240 -1.903 -4.515
H -2.093 -1.343 -2.415
H 0.739 2.411 -0.536
H 0.921 2.432 -2.307
H 0.877 4.751 -0.522
H 0.788 4.769 -2.365
```

Results
SMILES: CC1=[N+]([C@H](/C=C/N2[C@H](Cc3ccccc3)C(=O)N(C)C2(C)C)c2ccc([N+](=O)[O-])cc2)CCO1
HOMO level, eV: -10.85
Multiplicity: 1
Total charge: +1
Orbital gap, eV: 7.25



# 2
This record from the Open Molecules 2025 dataset describes C38H33FeN4O4SSi as an isolated structure. The level of theory is ωB97M-V with the def2-TZVPD basis set.

The geometry in XYZ format:
```
82
Properties=species:S:1:pos:R:3
Fe -0.766 -0.249 -1.031
O -1.971 0.276 -4.736
C -1.882 0.111 -3.537
O -0.860 0.397 -2.800
C -3.065 -0.464 -2.770
C -4.299 -0.656 -3.425
C -5.342 -1.152 -2.708
C -5.168 -1.447 -1.334
C -6.216 -1.944 -0.523
C -6.008 -2.190 0.803
C -4.744 -1.939 1.380
C -3.712 -1.467 0.620
C -3.900 -1.221 -0.760
N -2.860 -0.750 -1.509
H -4.360 -0.402 -4.473
H -6.310 -1.317 -3.166
H -7.184 -2.119 -0.975
H -6.813 -2.569 1.420
H -4.596 -2.116 2.438
H -2.747 -1.247 1.055
O -0.562 -2.369 -1.440
C -0.350 -2.528 -0.233
C -0.030 -3.788 0.524
C 0.116 -3.261 1.957
C -0.153 -1.764 1.842
O -0.182 -0.987 2.788
N -0.385 -1.428 0.549
H 0.879 -4.226 0.111
H -0.837 -4.509 0.396
H 1.111 -3.404 2.378
H -0.599 -3.692 2.657
C -0.188 0.798 4.609
C -0.685 1.807 3.629
C -1.020 3.088 3.963
C -1.507 3.927 2.945
N -1.614 3.530 1.693
C -1.241 2.281 1.364
S -1.337 1.871 -0.277
N -0.798 1.435 2.335
C -1.961 5.321 3.246
H -0.337 1.166 5.621
H 0.875 0.624 4.442
H -0.693 -0.158 4.477
H -0.933 3.428 4.984
H -0.579 0.451 2.113
H -1.593 5.668 4.209
H -3.052 5.342 3.262
H -1.634 5.992 2.455
C 4.185 -3.831 -2.087
C 2.964 -3.638 -2.717
C 2.189 -2.527 -2.412
C 2.608 -1.587 -1.467
C 3.858 -1.785 -0.868
C 4.635 -2.896 -1.167
Si 1.669 0.028 -1.179
C 2.320 1.210 -2.498
C 3.402 2.048 -2.210
C 3.993 2.831 -3.192
C 3.515 2.788 -4.493
C 2.452 1.953 -4.803
C 1.863 1.172 -3.819
C 2.150 0.764 0.501
C 2.595 0.005 1.584
C 2.962 0.596 2.787
C 2.884 1.973 2.935
C 2.410 2.749 1.884
C 2.048 2.149 0.687
H 4.790 -4.697 -2.325
H 2.615 -4.348 -3.456
H 1.244 -2.393 -2.923
H 4.245 -1.056 -0.168
H 5.598 -3.025 -0.688
H 3.805 2.092 -1.205
H 4.829 3.472 -2.939
H 3.970 3.401 -5.261
H 2.069 1.912 -5.815
H 1.023 0.547 -4.083
H 2.670 -1.073 1.491
H 3.314 -0.021 3.605
H 3.192 2.442 3.863
H 2.336 3.825 1.991
H 1.689 2.772 -0.124
```

Results
ΔE to the lowest compared entry with this formula, charge and spin, eV: 0.000
HOMO level (spin up / spin down), eV: -8.22 / -7.55
Multiplicity: 2
Orbital gap (spin up / spin down), eV: 7.95 / 7.39



| no. | largest force on an atom (hartree/bohr) |
| --- | --- |
| 1 | 0.0828 |
| 2 | 0.0244 |